Below is a molecular structure, C4H7NO2S2, with properties calculated with the ωB97M-V functional and the def2-TZVPD basis.

largest force on an atom	2.9	eV/A
frontier orbital gap (alpha / beta)	7.415 / 7.416	eV
E_HOMO (alpha / beta)	-7.935 / -7.936	eV
LUMO energy (alpha / beta)	-0.521 / -0.520	eV

```
! wB97M-V def2-TZVPD RIJCOSX def2/J DEFGRID3
* xyz 0 1
C 0.926 -1.077 -0.778
H 2.343 -2.274 0.292
H 0.409 -1.813 -1.371
N 0.507 0.229 -0.922
O -2.095 -1.269 -0.187
C -2.546 1.360 -0.473
H -1.888 2.152 -0.803
H 3.424 0.115 0.704
C 2.362 -0.103 0.834
H -3.154 0.974 -1.279
H -3.141 1.671 0.376
O -1.106 0.259 1.477
C 1.900 -1.316 0.103
S -1.460 -0.008 0.103
S 1.398 1.234 0.022
H 2.119 -0.135 1.900
*
```

Löwdin atomic charge list, values in e, 6 entries:
1. C -0.2990
2. H 0.1049
3. H 0.1135
4. N -0.4492
5. O -0.3485
6. C -0.1244